Formula: C5H14N2O
Source: the OMol25 dataset
Level of theory: the ωB97M-V functional and the def2-TZVPD basis

Each line ends with the Löwdin charge.
CARTESIAN COORDINATES (ANGSTROEM)
C  0.155  -0.857  0.155  -0.40
C  0.206  1.623  0.058  -0.27
C  -0.431  -3.223  -0.394  0.02
C  -0.940  2.074  0.897  -0.13
C  1.579  1.720  0.633  -0.14
N  -0.713  -0.678  -0.787  -0.07
N  -0.309  -0.666  -2.075  0.01
O  -0.213  -0.931  1.444  0.02
H  -1.180  -0.928  1.478  0.12
H  1.226  -0.968  0.014  0.14
H  0.122  1.822  -1.006  0.08
H  0.670  -0.463  -2.255  0.09
H  -0.948  -0.148  -2.656  0.09
H  -1.506  -3.332  -0.455  0.00
H  0.107  -3.317  -1.329  -0.01
H  0.045  -3.611  0.498  0.00
H  1.637  1.231  1.611  0.08
H  -0.906  1.613  1.890  0.07
H  -0.925  3.165  1.067  0.08
H  -1.901  1.834  0.437  0.07
H  1.889  2.768  0.790  0.08
H  2.337  1.270  -0.017  0.07

Atoms 1-6, force components in eV/Å:
C -1.13 0.20 -1.55
C 0.32 1.29 0.10
C -0.01 -1.29 -0.10
C -0.07 -0.04 0.09
C 0.13 0.03 0.07
N 0.49 -0.17 1.94

Properties
* gap between HOMO and LUMO (spin up / spin down): 8.34 / 7.59 eV
* lowest unoccupied orbital energy (spin up / spin down): 1.02 / 0.82 eV
* highest occupied orbital energy (spin up / spin down): -7.3 / -6.8 eV
* charge: 0
* DFT total energy: -383.4434 Ha

***

Formula: C10H10ClN2OP
Source: the OMol25 dataset
Level of theory: the ωB97M-V functional and the def2-TZVPD basis

Each line ends with the Löwdin charge.
CARTESIAN COORDINATES (ANGSTROEM)
H  -0.840  -2.868  2.511  0.04
N  -0.983  -2.076  1.958  0.19
C  -0.180  -1.775  1.032  -0.33
C  1.014  -2.514  0.799  -0.01
C  1.715  -2.162  -0.330  -0.07
C  1.473  -1.012  -1.097  -0.05
C  0.385  -0.291  -0.847  -0.12
C  0.088  1.068  -1.464  -0.16
C  -0.359  2.133  -0.536  -0.10
C  -0.706  1.920  0.732  -0.06
C  -0.897  0.556  1.154  -0.16
N  -1.887  -0.251  0.387  -0.19
P  -2.918  0.183  -0.775  0.41
O  -3.491  1.484  -0.114  -0.28
Cl  -4.283  -1.280  -0.339  0.21
C  -0.486  -0.572  0.327  -0.34
H  1.201  -3.332  1.442  0.10
H  2.565  -2.881  -0.542  0.13
H  2.240  -0.713  -1.863  0.14
H  0.908  1.441  -2.018  0.10
H  -0.710  0.772  -2.179  0.10
H  0.038  3.172  -0.844  0.14
H  -1.006  2.721  1.351  0.10
H  -0.944  0.312  2.211  0.15
H  -4.313  1.887  -0.366  0.06

Atoms 1-6, force components in eV/Å:
H 0.93 -1.58 0.66
N -1.85 1.42 0.00
C -0.02 -2.02 2.96
C 0.78 1.39 -3.14
C 1.62 -3.97 2.64
C 0.51 0.94 -1.65

Properties
* gap between HOMO and LUMO: 8.11 eV
* SMILES: [H]/N=C1\C=CC=C2CC=C[C@H]3N(P(O)Cl)[C@]213
* lowest unoccupied orbital energy: -0.10 eV
* highest occupied orbital energy: -8.2 eV
* charge: 0
* DFT total energy: -1373.2810 Ha

***

Formula: C26H51HoN2OP2
Source: the OMol25 dataset
Level of theory: the ωB97M-V functional and the def2-TZVPD basis

Each line ends with the Mulliken spin population.
CARTESIAN COORDINATES (ANGSTROEM)
Ho  0.713  -0.235  -0.109  4.08
P  -0.343  -1.985  -2.073  -0.02
P  -0.580  2.960  -0.908  0.00
N  2.017  0.500  -1.759  -0.02
C  1.283  -1.739  -2.933  0.00
H  2.001  -2.404  -2.440  0.00
H  1.128  -2.100  -3.963  0.00
C  1.922  -0.321  -3.002  0.00
H  2.892  -0.460  -3.552  0.00
H  1.269  0.275  -3.676  0.00
C  2.009  1.942  -2.132  0.00
H  1.573  1.951  -3.146  0.00
H  3.045  2.343  -2.250  0.00
C  1.215  3.017  -1.334  0.00
H  1.297  3.934  -1.950  0.00
H  1.814  3.243  -0.436  0.00
C  -0.494  3.121  0.974  0.00
C  0.195  1.910  1.642  0.00
H  1.211  1.722  1.216  0.00
H  -0.472  1.013  1.629  0.00
H  0.369  2.122  2.710  0.00
C  -1.545  4.391  -1.489  0.00
C  -3.063  4.212  -1.258  0.00
H  -3.615  4.836  -1.976  0.00
H  -3.365  4.481  -0.239  0.00
H  -3.411  3.185  -1.426  0.00
C  -1.664  -1.694  -3.342  0.00
C  -3.071  -1.998  -2.804  0.00
H  -3.822  -1.660  -3.535  0.00
H  -3.264  -1.461  -1.867  0.00
H  -3.245  -3.070  -2.641  0.00
C  -0.471  -3.766  -1.557  0.00
C  -1.620  -3.962  -0.546  0.00
H  -1.326  -4.690  0.223  0.00
H  -2.528  -4.347  -1.028  0.00
H  -1.881  -3.036  -0.014  0.00
C  -1.644  1.635  -1.650  0.00
C  -1.069  5.787  -1.026  0.00
H  -0.473  5.763  -0.101  0.00
H  -0.458  6.258  -1.811  0.00
H  -1.931  6.453  -0.852  0.00
C  -1.412  -2.340  -4.714  0.00
H  -2.367  -2.615  -5.186  0.00
H  -0.913  -1.629  -5.386  0.00
H  -0.796  -3.244  -4.666  0.00
C  -0.518  -4.787  -2.692  0.00
H  -0.442  -5.798  -2.266  0.00
H  -1.456  -4.748  -3.257  0.00
H  0.326  -4.670  -3.380  0.00
C  -1.829  3.422  1.679  0.00
H  -2.605  2.682  1.432  0.00
H  -1.678  3.384  2.772  0.00
H  -2.210  4.430  1.455  0.00
H  0.157  3.998  1.161  0.00
H  0.483  -3.919  -1.021  0.00
H  -1.368  4.343  -2.578  0.00
H  -1.620  -0.596  -3.480  0.00
O  -1.279  0.545  -0.874  -0.01
H  -1.732  1.478  -2.771  0.00
H  -2.726  1.966  -1.828  0.00
C  3.606  -1.728  4.322  0.00
N  2.901  -0.531  4.853  0.00
C  3.861  0.460  5.408  0.00
C  1.938  0.093  3.833  0.00
C  1.028  -0.985  3.337  0.00
C  0.166  -1.590  4.280  0.00
C  -0.475  -2.785  3.946  0.00
C  -0.231  -3.390  2.715  0.00
C  0.607  -2.741  1.773  0.00
C  1.054  -1.449  2.022  -0.02
H  4.076  -1.465  3.368  0.00
H  2.892  -2.544  4.186  0.00
H  4.370  -2.017  5.051  0.00
H  2.299  -0.849  5.627  0.00
H  4.485  0.841  4.594  0.00
H  3.302  1.277  5.872  0.00
H  4.481  -0.044  6.155  0.00
H  1.412  0.886  4.384  0.00
H  2.566  0.544  3.052  0.00
H  0.009  -1.133  5.267  0.00
H  -1.171  -3.242  4.653  0.00
H  -0.688  -4.352  2.472  0.00
H  0.898  -3.281  0.859  0.00

Atoms 1-6, force components in eV/Å:
Ho -1.11 -0.51 -1.55
P 0.15 -0.29 0.54
P -1.28 0.79 -0.27
N -1.07 0.18 0.53
C 0.12 -0.37 -0.19
H -0.11 -0.23 -0.07

Properties
* gap between HOMO and LUMO (spin up / spin down): 8.12 / 8.18 eV
* lowest unoccupied orbital energy (spin up / spin down): -4.82 / -4.78 eV
* multiplicity: 5
* highest occupied orbital energy (spin up / spin down): -12.9 / -13.0 eV
* charge: +2
* DFT total energy: -2836.1921 Ha

***

Asked for ΔE to the lowest compared entry with this formula, charge and spin across the records above, the calculation gives 161.5; 34.9; 26.8 kcal/mol in order.